Molecular formula: C5H10
Method: DFT, ωB97M-V/def2-TZVPD

Computed properties:
Energy above the lowest of the compared OMol25 structures with the same formula, charge and spin = 0.990 eV
Gap between HOMO and LUMO = 9.97 eV
Energy = -196.472038 Ha
F_max = 2.85 eV/Å
Structure (SMILES) = CC=C(C)C

Cartesian coordinates (Å):
C -1.0073 0.4582 1.7273
C -0.9768 0.3241 0.2356
C 0.0606 -0.0762 -0.4655
C 1.3958 -0.3504 0.2196
C 0.0338 -0.2236 -1.9277
H -1.5613 1.4111 1.9815
H -1.4608 -0.4001 2.2778
H 0.0548 0.5776 2.1801
H -1.9503 0.4108 -0.2569
H 2.1404 -0.7335 -0.5166
H 1.8058 0.5861 0.6200
H 1.3454 -1.0549 1.0170
H 0.9951 -0.7480 -2.2572
H -0.7602 -0.9078 -2.3133
H -0.1150 0.7265 -2.5215